Entry 1:
{
  "formula": "C6H11N",
  "method": "ωB97M-V/def2-TZVPD",
  "elements": ["C", "N", "C", "C", "C", "C", "C", "H", "H", "H", "H", "H", "H", "H", "H", "H", "H", "H"],
  "coordinates": [[-2.05215, -1.74176, -1.71609], [-0.80530, -1.97218, -1.02239], [-0.54519, -1.25287, 0.23248], [2.33873, 2.53865, 1.34609], [1.22140, 2.05188, 0.73039], [0.40676, 0.86336, 0.93978], [-0.03366, 0.13737, -0.08687], [-2.76855, -2.56793, -1.76878], [-2.54228, -0.84662, -1.33180], [-1.84713, -1.57335, -2.78136], [-0.59600, -2.94850, -0.88162], [-1.43995, -1.33104, 0.86700], [0.21295, -1.81022, 0.78448], [2.38257, 3.02631, 2.31372], [3.28456, 2.48123, 0.81285], [1.12526, 2.43770, -0.29521], [0.26582, 0.56919, 1.97644], [0.10151, 0.38355, -1.12916]],
  "mulliken_charge": [-0.896, -0.361, -0.599, -0.609, -0.434, -0.053, -0.307, 0.300, 0.305, 0.283, 0.220, 0.326, 0.391, 0.269, 0.220, 0.245, 0.346, 0.356],
  "smiles": "C=C/C=C/CNC",
  "lumo_energy_ev": 0.4,
  "e_tot_ev": -7886.640
}

Entry 2:
{
  "formula": "C4H7N",
  "method": "ωB97M-V/def2-TZVPD",
  "elements": ["C", "C", "C", "C", "N", "H", "H", "H", "H", "H", "H", "H"],
  "coordinates": [[2.31970, -0.26465, -0.09074], [0.52382, 0.11588, -0.06549], [-0.84326, 0.19043, -0.01474], [-2.12740, -0.49826, -0.05992], [-0.14283, 1.48496, -0.08888], [2.49222, -0.86592, 0.78615], [2.47969, -0.76737, -1.02521], [2.76436, 0.71580, -0.03586], [-2.20136, -1.05565, -0.99619], [-2.20678, -1.21379, 0.76145], [-2.94841, 0.21223, -0.00612], [-0.10975, 1.94634, 0.83555]],
  "mulliken_charge": [-0.709, 0.019, 0.428, -0.979, -0.579, 0.263, 0.262, 0.288, 0.257, 0.255, 0.314, 0.183],
  "smiles": "CC1=C(C)N1",
  "lumo_energy_ev": 1.0,
  "e_tot_ev": -5746.831
}

Entry 3:
{
  "formula": "C5H8O",
  "method": "ωB97M-V/def2-TZVPD",
  "elements": ["C", "C", "C", "C", "C", "O", "H", "H", "H", "H", "H", "H", "H", "H"],
  "coordinates": [[0.18232, 1.07415, -1.73341], [-0.33196, 0.14761, -0.67151], [0.51770, -0.60888, 0.14927], [-0.04100, -1.27049, 1.33884], [-0.91208, 0.80224, 1.55915], [-0.61351, 1.70734, 2.20384], [-0.41494, 1.99268, -1.77277], [1.22113, 1.36302, -1.53775], [0.14239, 0.62564, -2.73665], [-1.35892, -0.19683, -0.77702], [0.54916, -1.79111, 0.00208], [1.55187, -0.27384, 0.24289], [-1.00729, -1.75375, 1.23355], [0.63452, -1.69334, 2.07878]],
  "mulliken_charge": [-1.146, -0.132, 0.016, -1.035, 0.173, -0.285, 0.320, 0.301, 0.283, 0.348, 0.228, 0.260, 0.342, 0.328],
  "lumo_energy_ev": 0.7,
  "e_tot_ev": -7357.690
}

Entry 4:
{
  "formula": "C2H3NO2",
  "method": "ωB97M-V/def2-TZVPD",
  "elements": ["C", "C", "N", "O", "O", "H", "H", "H"],
  "coordinates": [[-1.14805, 0.40841, 1.08090], [-0.19536, -0.41883, 0.37799], [-1.99917, 1.07373, 1.49527], [1.49092, 0.04852, -1.18149], [0.06709, 0.27503, -0.83142], [0.86724, -0.40370, 0.96232], [-0.55351, -1.44192, 0.18986], [1.47084, 0.45877, -2.09344]],
  "mulliken_charge": [0.270, -0.170, -0.345, -0.343, -0.214, 0.219, 0.247, 0.337],
  "smiles": "N#CCOO",
  "lumo_energy_ev": 0.6,
  "e_tot_ev": -7703.659
}

Entry 5:
{
  "formula": "C7H28N14O7",
  "method": "ωB97M-V/def2-TZVPD",
  "elements": ["C", "O", "N", "N", "H", "H", "H", "H", "C", "O", "N", "N", "H", "H", "H", "H", "C", "O", "N", "N", "H", "H", "H", "H", "C", "O", "N", "N", "H", "H", "H", "H", "C", "O", "N", "N", "H", "H", "H", "H", "C", "O", "N", "N", "H", "H", "H", "H", "C", "O", "N", "N", "H", "H", "H", "H"],
  "coordinates": [[-2.60131, 3.38840, -3.40766], [-2.56304, 3.79730, -2.23374], [-1.65445, 2.61300, -3.97441], [-3.54281, 3.58744, -4.25375], [-1.04118, 2.09043, -3.36538], [-1.96103, 2.12319, -4.80279], [-4.25066, 4.26118, -3.99854], [-3.48376, 3.31439, -5.22434], [-0.99412, -0.39798, 3.40916], [-0.79767, -1.03851, 2.36994], [-1.99250, 0.44537, 3.63054], [-0.40219, -0.80124, 4.50026], [-2.68223, 0.36512, 2.89710], [-2.03231, 0.66682, 4.61515], [-0.75017, -0.41822, 5.36761], [0.15648, -1.63523, 4.38864], [-2.97384, 4.56533, 1.60886], [-2.16633, 5.31988, 2.06846], [-4.09290, 4.33239, 2.24802], [-2.78339, 3.79712, 0.58857], [-4.91725, 3.89295, 1.86402], [-4.25359, 4.81722, 3.11936], [-2.13138, 4.07348, -0.13157], [-3.67796, 3.44768, 0.27592], [2.88521, -3.21043, 0.88845], [3.58057, -2.27743, 0.49190], [1.61954, -3.32341, 0.59732], [3.39143, -4.29005, 1.43441], [1.33837, -2.59638, -0.04491], [1.05023, -3.97273, 1.12113], [4.23948, -4.09414, 1.94678], [2.64214, -4.80273, 1.87690], [-1.46053, -3.63438, -0.57234], [-2.05629, -3.69924, 0.49991], [-0.90742, -2.58298, -1.00149], [-1.35649, -4.59038, -1.47614], [-1.19185, -1.79874, -0.43214], [-0.96902, -2.56875, -2.00951], [-1.84687, -5.43306, -1.21247], [-0.72471, -4.42276, -2.24611], [6.41629, -0.63712, -1.04722], [7.33771, -0.26845, -1.75265], [5.51350, 0.25416, -0.56987], [6.02844, -1.83399, -0.68701], [5.59354, 1.24378, -0.75517], [4.59516, -0.08419, -0.32032], [5.09200, -1.90215, -0.31481], [6.57503, -2.68050, -0.75589], [0.07186, 0.96939, -1.12665], [0.12316, 1.16717, -2.30648], [-0.92832, 1.33062, -0.38944], [0.95638, 0.20271, -0.51027], [-0.97936, 1.07698, 0.58685], [-1.68488, 1.81551, -0.85053], [1.77278, 0.06959, -1.08980], [0.87255, -0.03345, 0.46815]],
  "mulliken_charge": [0.007, -0.493, -0.264, -0.306, 0.308, 0.221, 0.269, 0.181, -1.691, 0.445, -0.304, -0.678, 0.369, 0.343, 0.415, 0.471, 0.347, -0.600, -0.497, -0.084, 0.262, 0.234, 0.210, 0.147, -1.139, -0.245, 0.817, -0.410, -0.016, 0.039, 0.318, 0.406, -0.671, 0.038, 0.103, -0.307, -0.056, 0.252, 0.229, 0.338, 0.477, -0.681, -0.365, -0.201, 0.189, 0.206, 0.304, 0.193, 0.464, -0.655, 0.035, -0.112, 0.069, 0.011, -0.016, 0.076],
  "lumo_energy_ev": [2.3, 2.3],
  "charge": -1,
  "e_tot_ev": -42911.133,
  "spin_multiplicity": 2
}

Entry 6:
{
  "formula": "CH2BrF2NO2S",
  "method": "ωB97M-V/def2-TZVPD",
  "elements": ["C", "N", "O", "O", "F", "F", "S", "Br", "H", "H"],
  "coordinates": [[1.03408, -0.78301, -0.25961], [-1.52117, 0.01006, 0.52824], [0.34737, 1.67002, 0.78245], [-0.20151, 0.93606, -1.50878], [1.13050, -1.31386, -1.50575], [0.79525, -1.79393, 0.51598], [-0.15286, 0.68168, -0.11406], [2.68162, 0.08387, 0.02518], [-1.65199, 0.36611, 1.39846], [-2.46129, 0.14300, 0.13788]],
  "mulliken_charge": [0.435, -0.496, -0.544, -0.551, -0.182, -0.187, 1.039, -0.074, 0.271, 0.289],
  "lumo_energy_ev": 0.2,
  "e_tot_ev": -92965.490
}